a | Density functional theory data (the ωB97M-V functional and the def2-TZVPD basis) for an isolated ion of composition C7H13N2O and charge +1.

Cartesian coordinates (Å):
O (4.150, -1.351, 0.145)
N (0.329, 0.652, 0.599)
N (-0.542, -0.183, 0.088)
C (2.545, 0.284, -0.832)
C (3.423, -0.654, -0.430)
C (1.560, 0.735, 0.428)
C (-1.914, 0.099, 0.426)
C (2.384, 1.411, 1.473)
C (-0.223, -1.466, -0.440)
C (-2.925, -0.287, -0.776)
H (3.042, 2.080, 1.031)
H (2.841, 0.647, 2.134)
H (-3.929, -0.231, -0.428)
H (-2.216, -0.559, 1.316)
H (-0.643, -1.671, -1.365)
H (1.969, -0.065, -1.615)
H (-2.767, -1.426, -0.983)
H (1.806, 1.970, 2.253)
H (0.887, -1.693, -0.502)
H (-2.759, 0.399, -1.554)
H (2.962, 1.357, -1.085)
H (-2.034, 1.144, 0.803)
H (-0.571, -2.158, 0.229)

The orbital gap (alpha / beta) is 6.961 / 6.959 eV. Its net charge is +1. As for the multiplicity: 1. The calculation puts the HOMO energy (alpha / beta) at -0.442 / -0.442 Ha.

---

b | Density functional theory data (the ωB97M-V functional and the def2-TZVPD basis) for an isolated ion of composition C7H13N2O and charge +1.

Cartesian coordinates (Å):
O (1.495, -0.570, 1.915)
N (-1.276, 1.205, 1.419)
N (-0.258, -1.224, 0.122)
C (0.528, -2.288, -0.462)
C (0.857, 2.810, -0.920)
C (-0.204, 2.555, -0.124)
C (-1.685, -1.269, -0.288)
C (0.409, 0.071, -0.046)
C (1.500, 0.175, 0.975)
C (-0.518, 1.310, 0.416)
H (0.658, -2.291, -1.528)
H (2.156, 1.020, 0.738)
H (-0.192, -1.555, 1.083)
H (1.728, 1.999, -1.175)
H (0.948, 3.697, -1.496)
H (-2.299, -2.085, 0.130)
H (1.508, -2.437, -0.108)
H (0.690, 0.274, -1.171)
H (-1.595, 0.347, 1.991)
H (-2.159, -0.288, -0.049)
H (-1.809, -1.549, -1.351)
H (-0.642, 3.402, 0.267)
H (0.160, -3.308, -0.337)

The orbital gap is 9.454 eV. Its net charge is +1. As for the SMILES: [H]/N=C(/C=C)[C@@H](C=O)[NH+](C)C. As for the multiplicity: 1. The calculation puts the HOMO energy at -0.502 Ha.

---

Most stable of them? b.

---

a | Density functional theory data (the ωB97M-V functional and the def2-TZVPD basis) for an isolated ion of composition C6H14N2 and charge +1.

Cartesian coordinates (Å):
N (-0.480, -0.998, -1.896)
N (2.071, 1.209, 1.822)
C (0.667, 0.666, 1.279)
C (-0.472, -0.827, -0.414)
C (-1.584, -1.017, -2.634)
C (-1.598, -1.074, 0.235)
C (0.118, 1.893, 0.687)
C (0.732, -0.562, 0.361)
H (-2.645, -1.150, 0.004)
H (1.599, -0.474, -0.290)
H (0.961, -1.371, 1.147)
H (0.000, 0.505, 2.311)
H (0.425, -1.176, -2.175)
H (-0.760, 1.715, 0.027)
H (1.903, 1.836, 2.661)
H (-1.779, -0.897, 1.226)
H (-1.434, -1.360, -3.641)
H (0.972, 2.370, -0.089)
H (2.639, 0.461, 1.930)
H (-0.327, 2.680, 1.403)
H (2.712, 1.818, 1.205)
H (-2.583, -0.908, -2.271)

The orbital gap (alpha / beta) is 5.399 / 8.784 eV. Its net charge is +1. The expectation value of S² is 0.762. As for the multiplicity: 2. The calculation puts the HOMO energy (alpha / beta) at -0.334 / -0.459 Ha.

---

b | Density functional theory data (the ωB97M-V functional and the def2-TZVPD basis) for a 2-piece molecular cluster, C6H14N2 overall.

Cartesian coordinates (Å):
N (-1.405, -1.000, -1.447)
N (-3.438, -1.929, -1.630)
C (2.511, 1.392, 0.202)
C (0.185, 1.429, 1.193)
C (-0.652, 0.654, 1.867)
C (0.031, -1.053, -1.265)
C (-2.224, -2.029, -1.182)
C (1.656, 1.535, 1.459)
H (1.942, 0.788, 2.200)
H (-0.213, 2.077, 0.418)
H (2.424, 0.395, -0.226)
H (0.477, -0.140, -1.636)
H (0.432, -1.922, -1.783)
H (3.565, 1.559, 0.423)
H (-1.795, -2.846, -0.606)
H (2.216, 2.117, -0.557)
H (0.249, -1.151, -0.198)
H (-1.809, -0.299, -2.072)
H (-3.985, -2.768, -1.413)
H (-0.294, 0.003, 2.656)
H (-1.722, 0.672, 1.691)
H (1.851, 2.514, 1.905)

The orbital gap (alpha / beta) is 8.912 / 4.660 eV. Its net charge is +1. The expectation value of S² is 0.786. As for the multiplicity: 2. The calculation puts the HOMO energy (alpha / beta) at -0.475 / -0.475 Ha.

---

c | Density functional theory data (the ωB97M-V functional and the def2-TZVPD basis) for an isolated ion of composition C6H14N2 and charge +1.

Cartesian coordinates (Å):
N (0.294, -1.013, 0.701)
N (-1.012, -1.752, 2.541)
C (-0.171, 3.352, -0.536)
C (0.050, 1.045, -1.647)
C (1.160, 0.078, -1.294)
C (-0.332, -2.123, 1.264)
C (-0.571, 2.058, -0.594)
C (0.716, -1.209, -0.643)
H (-1.149, -2.415, 0.608)
H (-0.754, 0.400, -1.960)
H (-0.034, -1.660, -1.283)
H (1.993, 0.575, -0.820)
H (0.276, -3.047, 1.415)
H (0.388, 1.634, -2.483)
H (1.595, -0.194, -2.230)
H (0.267, 3.724, -1.501)
H (1.637, -1.900, -0.615)
H (-1.268, 1.619, 0.158)
H (-0.397, -0.194, 0.817)
H (-0.269, -1.230, 3.152)
H (-0.537, 4.047, 0.280)
H (-1.823, -1.213, 2.469)

The orbital gap (alpha / beta) is 10.163 / 4.806 eV. Its net charge is +1. The expectation value of S² is 0.754. As for the multiplicity: 2. The calculation puts the HOMO energy (alpha / beta) at -0.486 / -0.486 Ha.

---

Most stable of them? b.